C37H50F8O32PSi | ωB97M-V/def2-TZVPD

```
129
C37H50F8O32PSi (ωB97M-V/def2-TZVPD)
C -6.31901 -8.27042 1.85217
C -7.11848 -7.25914 1.02275
O -6.32903 -6.07682 0.85684
C -6.80198 -5.15852 -0.01935
O -7.34542 -5.47472 -1.04485
C -6.57190 -3.71861 0.37499
C -5.62706 -3.42983 1.55660
C -4.40443 -2.56352 1.17822
Si -2.96465 -2.95406 2.32482
O -2.45727 -4.54533 2.07742
C -1.47320 -1.85977 1.97376
C -1.45110 -1.20770 0.57720
P 0.19699 -0.70967 0.06580
O 1.29056 -1.55180 0.58882
O 0.26570 0.82297 0.52974
C 1.24710 1.69525 -0.05546
C 2.65535 1.39075 0.43709
O 0.14755 -0.66797 -1.53793
C 1.28760 -1.13089 -2.29614
C 1.49009 -0.22345 -3.51040
C -3.57470 -2.83159 4.12321
O -3.16370 -3.67868 4.94947
O -4.36613 -1.86911 4.29482
H -6.30842 -9.24272 1.35340
H -5.28228 -7.94131 1.92823
H -6.74639 -8.42458 2.84134
H -7.38512 -7.67449 0.05119
H -8.04504 -6.98945 1.53749
H -6.20526 -3.22880 -0.53007
H -7.56366 -3.29773 0.56430
H -6.16618 -2.89094 2.33728
H -5.30341 -4.36259 2.02257
H -4.64410 -1.50311 1.29416
H -4.12629 -2.75659 0.13487
H -2.94586 -5.08208 2.71794
H -0.56859 -2.44491 2.15783
H -1.47997 -1.06600 2.72747
H -2.06962 -0.30689 0.61555
H -1.88436 -1.83825 -0.20269
H 1.17646 1.70045 -1.14212
H 0.97546 2.69969 0.28022
H 2.63269 1.30266 1.52280
H 3.31837 2.21078 0.16003
H 3.04901 0.47693 -0.00865
H 1.06208 -2.15025 -2.61242
H 2.17794 -1.12577 -1.67104
H 2.22220 0.55601 -3.28563
H 1.91271 -0.80775 -4.33113
H 0.55420 0.24394 -3.80878
C 2.40643 3.28053 4.85569
C 1.79011 4.62336 4.52043
O 2.62775 5.08693 3.47379
C 3.15419 3.99573 2.85014
O 3.68654 4.01462 1.78984
O 2.96263 2.89262 3.59720
F 1.84659 5.49531 5.55412
H 3.20740 3.39753 5.58718
H 1.69317 2.53785 5.19981
H 0.76254 4.57423 4.15716
C -3.94009 1.40644 -3.21346
C -3.89340 1.54641 -1.70582
O -2.50847 1.44427 -1.43550
C -1.83516 1.88068 -2.53408
O -0.68646 2.16858 -2.55395
O -2.67502 1.96599 -3.59189
F -4.54631 0.54798 -1.07116
H -3.98770 0.35940 -3.50581
H -4.75083 1.95587 -3.67920
H -4.26096 2.50168 -1.32454
C 6.93959 4.33704 -1.36637
C 5.63772 4.88853 -0.79999
O 4.67257 4.34559 -1.68113
C 5.16970 3.17889 -2.17993
O 4.53022 2.36816 -2.76064
O 6.49112 3.08749 -1.91477
F 5.54339 6.24403 -0.82872
H 7.36263 4.94828 -2.16303
H 7.69108 4.16930 -0.59930
H 5.41174 4.56316 0.21660
C -5.90746 1.04857 -8.27257
C -4.45587 0.76734 -7.93797
O -4.47175 0.76476 -6.52414
C -5.72272 0.41077 -6.11544
O -6.00024 0.08785 -5.01093
O -6.58815 0.47766 -7.15367
F -3.62787 1.74102 -8.37939
H -6.09060 2.12379 -8.30241
H -6.24464 0.58850 -9.19662
H -4.08417 -0.19646 -8.29002
C -0.49133 -6.51754 2.38267
C -1.21546 -7.23865 3.50182
O -0.71127 -8.56775 3.38356
C 0.51945 -8.49630 2.82180
O 1.30814 -9.39161 2.80981
O 0.73698 -7.27819 2.30604
F -2.55872 -7.27227 3.33524
H -1.03075 -6.60271 1.44244
H -0.29351 -5.47500 2.58948
H -0.99716 -6.86413 4.50274
C 4.96422 8.76795 -4.22376
C 6.08090 8.82946 -5.24930
O 7.21049 8.41965 -4.49585
C 6.77438 7.64155 -3.47085
O 7.45418 6.96798 -2.77253
O 5.43285 7.73570 -3.35618
F 6.28905 10.07714 -5.72419
H 4.88434 9.69353 -3.65008
H 3.99492 8.50050 -4.63473
H 5.95484 8.14900 -6.09312
C 2.97039 -8.67590 5.62477
C 2.66352 -7.36422 6.31409
O 3.52752 -7.40140 7.43591
C 4.59719 -8.18209 7.11452
O 5.60669 -8.23046 7.73422
O 4.34149 -8.88194 5.98718
F 1.37942 -7.29167 6.73767
H 2.36039 -9.48367 6.03100
H 2.85402 -8.63951 4.54574
H 2.88567 -6.47435 5.72249
C 3.45182 8.22533 0.38389
C 3.02076 8.42655 -1.05293
O 3.04536 9.83719 -1.18692
C 3.95725 10.32380 -0.29464
O 4.39615 11.42409 -0.31738
O 4.29202 9.36660 0.59647
F 1.76618 7.97618 -1.28845
H 2.59261 8.27243 1.05466
H 4.00505 7.30636 0.55060
H 3.70125 7.98445 -1.78115
```

Calculated values
2S+1: 1
Energy: -143614.0069 eV
Lowest unoccupied orbital energy: 0.05435 Eh
HOMO-LUMO gap: 5.7 eV
Charge: -1
HOMO level: -4.235 eV